A structure of composition C30H27N5S4Sb2Y. Source: the OMol25 dataset; level of theory: ωB97M-V/def2-TZVPD.

Geometry as XYZ:
```
69
Properties=species:S:1:pos:R:3
Y -0.95718 0.10633 0.47114
C -1.26786 2.81998 -1.36594
C -0.36232 3.33227 -0.30569
C -0.17870 4.69819 -0.10548
C 0.65761 5.12759 0.89939
C 1.30991 4.17523 1.67055
C 1.07906 2.83143 1.42531
N 0.24788 2.41632 0.45854
Sb 2.16943 1.49010 2.69072
C 0.56393 0.40479 3.62582
C 0.55974 0.50698 5.00627
C -0.40928 -0.17196 5.73464
C -1.31231 -0.94850 5.05140
C -1.26005 -1.01692 3.65690
C -2.27586 -1.83712 2.93635
N -0.33952 -0.33593 2.95657
C 2.71933 0.04415 1.20681
C 3.36674 -1.10928 1.62019
C 3.81805 -1.99676 0.65541
C 3.62591 -1.68308 -0.67439
C 2.97757 -0.49608 -1.00798
C 2.78098 -0.10682 -2.44275
N 2.52687 0.34952 -0.07942
H -1.49430 3.57533 -2.11654
H -2.23651 2.51514 -0.93960
H -0.79883 1.97955 -1.87716
H -0.71109 5.39636 -0.73635
H 0.80732 6.18422 1.08231
H 1.98862 4.47235 2.45968
H 1.30325 1.11378 5.50703
H -0.44709 -0.09476 6.81403
H -2.08604 -1.50040 5.56740
H -2.51973 -2.72797 3.51678
H -1.93562 -2.15283 1.95139
H -3.19965 -1.26014 2.80880
H 3.49694 -1.32030 2.67527
H 4.30002 -2.92384 0.93851
H 3.95047 -2.35509 -1.45810
H 2.54870 -0.98114 -3.05154
H 3.69181 0.34973 -2.83822
H 1.97270 0.61653 -2.53041
S -5.87710 0.02973 2.23013
Sb -4.38779 0.89960 0.75856
S -2.50982 1.76296 1.95372
S -3.21751 -0.89914 -0.33258
S -4.95412 2.37802 -0.88914
C -1.88430 1.06469 -5.66529
C -0.66334 0.40425 -5.62250
C -0.23514 -0.18983 -4.44585
C -1.02626 -0.10993 -3.30501
C -2.24954 0.54869 -3.34004
C -2.67395 1.12911 -4.52580
N -0.57507 -0.70090 -2.06586
N -0.07747 -1.82396 -2.24592
C 0.36962 -2.54090 -1.09950
C 0.93054 -3.77558 -1.43165
C 1.37307 -4.61562 -0.42623
C 1.23178 -4.20307 0.89332
C 0.66897 -2.96507 1.18775
C 0.21053 -2.06913 0.21360
H -2.21894 1.52601 -6.58618
H -0.04248 0.34849 -6.50823
H 0.70555 -0.71995 -4.40116
H -2.87824 0.58735 -2.45861
H -3.63225 1.63226 -4.54226
H 0.99275 -4.05841 -2.47600
H 1.80310 -5.58117 -0.66295
H 1.55866 -4.85324 1.69861
H 0.58780 -2.69218 2.23738
```

E_LUMO	1.857	eV
total charge	-1
relative energy (zero: lowest compared OMol25 entry of this formula, charge and spin)	0.00	kcal per mole
HOMO energy	-0.15362	Eh
E	-96463.160	eV